{"formula": "C22H56CuO22PbS6", "method": "ωB97M-V/def2-TZVPD", "species": ["Pb", "Cu", "O", "C", "C", "O", "H", "H", "H", "H", "O", "C", "C", "O", "H", "H", "H", "H", "O", "S", "O", "O", "C", "C", "C", "H", "H", "H", "H", "H", "H", "H", "H", "O", "S", "O", "O", "C", "C", "C", "H", "H", "H", "H", "H", "H", "H", "H", "O", "S", "O", "O", "C", "C", "C", "H", "H", "H", "H", "H", "H", "H", "H", "O", "S", "O", "O", "C", "C", "C", "H", "H", "H", "H", "H", "H", "H", "H", "O", "S", "O", "O", "C", "C", "C", "H", "H", "H", "H", "H", "H", "H", "H", "O", "S", "O", "O", "C", "C", "C", "H", "H", "H", "H", "H", "H", "H", "H"], "coordinates": [[-4.286, 0.381, -0.110], [-1.509, -2.197, 0.242], [0.582, -1.723, -0.321], [0.602, -0.360, -0.840], [-0.695, 0.524, -0.654], [-1.916, -0.192, -0.773], [0.699, -0.454, -1.922], [1.534, 0.092, -0.503], [-0.672, 1.401, -1.300], [-0.797, 0.953, 0.343], [-3.173, -1.532, 1.557], [-3.982, -1.133, 2.682], [-5.531, -0.735, 2.487], [-5.829, 0.476, 1.844], [-3.401, -0.493, 3.346], [-4.090, -2.010, 3.320], [-6.015, -0.798, 3.462], [-5.873, -1.540, 1.836], [-2.980, 4.822, -0.824], [-3.612, 3.905, -1.744], [-4.073, 2.588, -1.432], [-4.892, 4.604, -2.470], [-4.725, 6.014, -2.744], [-5.729, 6.310, -3.864], [-2.576, 3.654, -3.280], [-3.708, 6.351, -2.944], [-5.014, 6.542, -1.836], [-5.689, 5.605, -4.695], [-5.791, 7.346, -4.199], [-6.660, 6.176, -3.313], [-2.700, 4.622, -3.766], [-3.022, 2.883, -3.909], [-1.571, 3.490, -2.893], [-0.584, -3.391, 1.947], [0.537, -4.166, 2.424], [1.298, -3.668, 3.589], [0.052, -5.689, 2.821], [0.939, -6.542, 3.470], [0.392, -7.143, 4.758], [1.698, -4.586, 1.003], [1.961, -6.165, 3.433], [1.070, -7.351, 2.751], [0.140, -6.325, 5.432], [0.973, -7.978, 5.151], [-0.603, -7.472, 4.460], [2.053, -3.685, 0.503], [1.233, -5.408, 0.459], [2.523, -5.045, 1.549], [-2.973, 2.519, 1.209], [-2.513, 3.469, 2.220], [-1.299, 4.165, 1.995], [-3.601, 4.661, 2.555], [-4.911, 4.346, 2.599], [-5.674, 5.579, 3.082], [-2.574, 2.598, 3.875], [-5.038, 3.463, 3.225], [-5.225, 4.050, 1.598], [-5.593, 5.794, 4.148], [-6.725, 5.458, 2.818], [-5.248, 6.501, 2.688], [-2.237, 3.378, 4.559], [-1.870, 1.794, 3.659], [-3.559, 2.206, 4.125], [5.551, -2.689, -2.628], [4.900, -2.958, -1.341], [3.794, -3.953, -1.285], [6.069, -3.463, -0.306], [7.355, -2.876, -0.598], [8.262, -3.062, 0.619], [4.412, -1.354, -0.553], [7.172, -1.810, -0.735], [7.846, -3.217, -1.509], [8.928, -2.201, 0.659], [8.836, -3.986, 0.698], [7.722, -3.184, 1.559], [5.306, -0.735, -0.628], [4.226, -1.535, 0.506], [3.589, -0.831, -1.041], [4.731, 3.618, 2.150], [3.808, 2.722, 1.582], [3.964, 1.978, 0.337], [3.366, 1.659, 2.761], [2.815, 0.414, 2.525], [2.375, 0.122, 3.968], [2.031, 3.470, 1.311], [3.538, -0.320, 2.168], [2.024, 0.491, 1.780], [3.238, 0.117, 4.634], [1.930, -0.865, 4.091], [1.705, 0.844, 4.434], [1.942, 3.898, 0.312], [1.886, 4.270, 2.037], [1.317, 2.650, 1.386], [-0.879, -2.174, -6.200], [0.144, -3.224, -5.952], [0.097, -4.545, -6.623], [1.531, -2.376, -6.400], [1.715, -0.922, -6.088], [2.378, -0.202, -7.253], [0.526, -3.365, -4.145], [2.354, -0.886, -5.206], [0.724, -0.487, -5.966], [2.553, 0.850, -7.029], [1.741, -0.167, -8.137], [3.354, -0.658, -7.415], [1.603, -3.456, -4.005], [-0.136, -4.081, -3.658], [0.108, -2.459, -3.704]], "mulliken_spin": [0.0886, 1.5549, 0.0742, 0.0256, 0.0464, 0.0751, 0.0023, 0.0097, -0.0039, -0.0178, -0.0510, 0.0482, -0.0092, 0.0065, 0.0061, 0.0054, 0.0028, 0.0056, -0.0002, 0.0015, -0.0048, -0.0010, 0.0000, -0.0001, 0.0019, 0.0001, 0.0001, 0.0001, -0.0001, 0.0001, 0.0000, -0.0001, -0.0010, -0.1128, 0.2451, -0.0300, -0.0303, -0.0053, 0.0009, -0.0074, 0.0009, 0.0009, 0.0003, -0.0001, 0.0003, -0.0121, 0.0213, 0.0020, 0.0077, 0.0039, 0.0005, 0.0003, 0.0004, 0.0003, 0.0010, 0.0001, 0.0002, 0.0000, -0.0001, 0.0000, -0.0003, 0.0013, -0.0008, -0.0004, 0.0075, 0.0015, -0.0010, 0.0007, 0.0000, 0.0096, 0.0000, 0.0001, 0.0000, 0.0000, -0.0001, -0.0008, 0.0009, -0.0066, -0.0007, 0.0075, -0.0016, -0.0037, 0.0057, 0.0011, 0.0025, 0.0025, 0.0000, -0.0006, -0.0010, 0.0005, -0.0009, -0.0004, -0.0016, -0.0023, 0.0181, -0.0007, -0.0009, -0.0013, 0.0003, -0.0003, 0.0001, 0.0003, 0.0000, -0.0001, -0.0001, -0.0011, 0.0142, -0.0012], "multiplicity": 3, "fmax_ev_per_a": 6.3, "total_charge": -1, "homo_ev": [-0.99, -4.69]}